No. 1
Computed, not measured: an isolated molecule of C2H4N4S in a non-equilibrium geometry, with ωB97M-V/def2-TZVPD.

Positions of all 11 atoms, in Å:
N (0.360722, 1.927014, 0.031991)
C (-0.141871, 0.674313, -0.030723)
N (-1.370751, 0.272589, 0.024553)
N (-1.391816, -1.107057, -0.068929)
N (-0.049617, -1.529759, -0.014391)
C (0.822748, -0.510580, -0.015258)
S (2.463186, -0.477720, 0.035997)
H (-0.231768, 2.755141, 0.023744)
H (1.315993, 1.976527, -0.334865)
H (-1.964824, -1.535887, 0.671964)
H (0.187998, -2.444578, -0.324080)

Forces on the atoms, in the same order (eV/Å):
N 0.247 0.320 -0.352
C 0.527 -1.321 0.612
N 0.125 0.330 0.037
N 0.239 -0.096 -0.237
N 0.042 0.458 0.411
C -1.471 1.044 -0.090
S -0.023 -0.114 -0.242
H 0.307 -0.650 -0.181
H -0.553 0.262 0.393
H 0.495 0.400 -0.295
H 0.066 -0.632 -0.056

## Properties
Relative energy (zero: lowest compared OMol25 entry of this formula, charge and spin): 124.95 kJ/mol
HOMO level: -8.23 eV
SMILES: Nc1n[nH][nH]c1=S
LUMO energy: 0.45 eV
Maximum force: 0.0351 hartree/bohr
Net charge: 0
Molecular weight: 116.149 g mol⁻¹

***

No. 2
Computed, not measured: an isolated molecule of C2H4N4S in a non-equilibrium geometry, with ωB97M-V/def2-TZVPD.

Positions of all 11 atoms, in Å:
C (0.486089, -1.535664, -0.372821)
C (0.621751, -0.181411, 0.046084)
N (-0.623194, -2.194723, -0.261705)
N (-1.651315, -2.672379, -0.228297)
N (-0.460554, 0.622203, 0.143396)
N (-0.457834, 2.038414, 0.220394)
S (2.117109, 0.590400, 0.119652)
H (1.330207, -1.909067, -0.806252)
H (-1.371719, 0.417092, 0.457019)
H (-0.158484, 2.492924, 1.131564)
H (0.167944, 2.332211, -0.449035)

Forces on the atoms, in the same order (eV/Å):
C -1.112 0.830 1.324
C 0.637 2.434 -0.106
N -1.632 -0.346 -0.586
N 1.300 0.366 0.247
N -0.525 1.407 0.952
N -0.911 -0.066 2.267
S -0.211 -0.868 -0.164
H 1.745 -1.707 -0.916
H -0.887 -1.590 -0.085
H -0.157 -1.475 -1.160
H 1.753 1.014 -1.772

## Properties
Relative energy (zero: lowest compared OMol25 entry of this formula, charge and spin): 311.29 kJ/mol
HOMO level: -8.44 eV
LUMO energy: -0.01 eV
Maximum force: 0.0523 hartree/bohr
Net charge: 0
Molecular weight: 116.149 g mol⁻¹

***

No. 3
Computed, not measured: an isolated molecule of C2H4N6 in a non-equilibrium geometry, with ωB97M-V/def2-TZVPD.

Positions of all 12 atoms, in Å:
H (2.937587, -0.312969, -0.037766)
N (2.250790, -1.082177, 0.345320)
C (1.215551, -0.386344, -0.063519)
N (1.574438, 1.076762, -0.498246)
N (0.466735, 1.718059, -0.112461)
N (-0.729371, 1.107397, 0.703495)
C (-1.076598, -0.205000, 0.070941)
N (-2.294932, -0.653762, -0.234117)
H (-3.164827, -0.178127, -0.787074)
N (0.037142, -0.895132, 0.089170)
H (-1.308558, 1.779839, 0.726309)
H (0.092039, -1.968547, -0.202050)

Forces on the atoms, in the same order (eV/Å):
H -0.024 -2.636 1.306
N 0.063 3.945 -2.681
C 8.108 1.005 1.681
N -9.112 -1.256 3.021
N 2.871 0.110 -0.161
N 8.620 -7.623 -3.660
C -7.169 2.857 0.416
N 1.752 1.186 -1.539
H 3.345 -0.663 2.724
N -1.803 -6.023 -1.718
H -5.728 6.042 -0.322
H -0.924 3.057 0.933

## Properties
Relative energy (zero: lowest compared OMol25 entry of this formula, charge and spin): 471.42 kJ/mol
HOMO level: -9.30 eV
SMILES: [H]/N=c1\nn[nH]/c(=N\[H])[nH]1
LUMO energy: -0.67 eV
Maximum force: 0.2348 hartree/bohr
Net charge: 0
Molecular weight: 112.096 g mol⁻¹

***

No. 4
Computed, not measured: an isolated molecule of C2H4N6O in a non-equilibrium geometry, with ωB97M-V/def2-TZVPD.

Positions of all 13 atoms, in Å:
H (-3.294272, -0.078900, 0.635120)
N (-2.546553, 0.613443, 0.554725)
C (-1.480411, 0.238467, -0.036337)
N (-1.330036, -1.101513, -0.428573)
N (-0.176651, -1.578044, -0.299626)
N (0.724331, -0.651551, 0.182688)
O (2.074243, -1.166232, 0.233859)
C (0.688604, 0.715759, -0.063043)
N (1.711725, 1.665208, -0.022636)
N (-0.516722, 1.175480, -0.358588)
H (2.317139, -1.197547, 1.186470)
H (1.276973, 2.552630, -0.231342)
H (2.794393, 1.467147, -0.260785)

Forces on the atoms, in the same order (eV/Å):
H 0.610 -0.247 -0.131
N 0.284 0.161 -0.263
C -2.608 1.353 0.630
N 1.232 -1.325 -0.403
N -0.658 1.320 -0.059
N 3.938 -0.097 1.087
O -1.125 0.329 0.352
C -1.961 1.295 -1.497
N 2.371 -2.626 -0.290
N 1.905 -0.769 0.737
H -0.542 -0.027 -0.693
H 0.479 0.145 -0.147
H -3.925 0.490 0.676

## Properties
Relative energy (zero: lowest compared OMol25 entry of this formula, charge and spin): 195.96 kJ/mol
HOMO level: -9.37 eV
SMILES: [H]/N=c1\nnn(O)c(N)n1
LUMO energy: 0.12 eV
Maximum force: 0.0795 hartree/bohr
Net charge: 0
Molecular weight: 128.095 g mol⁻¹

***

No. 5
Computed, not measured: an isolated molecule of C2H4N6O in a non-equilibrium geometry, with ωB97M-V/def2-TZVPD.

Positions of all 13 atoms, in Å:
H (1.421375, 2.193257, -0.461486)
N (1.141102, 1.239540, -0.047854)
C (1.919031, 0.173624, -0.413790)
N (1.583151, -1.105359, 0.136633)
O (0.328590, -0.802619, 0.994413)
C (-0.805230, -0.583939, 0.357477)
N (-1.158569, -0.861946, -0.790954)
N (-2.366019, -0.263612, -0.937254)
N (-2.736819, 0.376291, 0.076250)
N (-1.744983, 0.141368, 0.957155)
H (2.947613, 0.272659, -0.990590)
H (1.011255, -1.610524, -0.719858)
H (-1.540502, 0.831254, 1.839863)

Forces on the atoms, in the same order (eV/Å):
H 0.143 -2.215 0.584
N 3.354 -2.280 -2.412
C -1.156 5.359 1.147
N -4.366 -0.154 -2.316
O 2.327 -1.434 0.465
C 1.615 1.465 3.170
N -0.819 -1.374 -3.843
N -1.355 -0.303 -2.489
N 0.749 -0.383 0.551
N 0.684 3.468 4.994
H -2.331 -0.622 1.031
H 2.064 1.000 2.193
H -0.909 -2.526 -3.074

## Properties
Relative energy (zero: lowest compared OMol25 entry of this formula, charge and spin): 321.58 kJ/mol
HOMO level: -10.28 eV
SMILES: [H]/N=C/NOc1nnn[nH]1
LUMO energy: 0.56 eV
Maximum force: 0.1190 hartree/bohr
Net charge: 0
Molecular weight: 128.095 g mol⁻¹

***

No. 6
Computed, not measured: a cluster of 2 separate species, C2H4NO in total in a non-equilibrium geometry, with ωB97M-V/def2-TZVPD.

Positions of all 8 atoms, in Å:
C (0.232561, 0.654983, -0.212320)
C (0.200129, -0.843566, 0.038042)
N (-0.955769, -0.001165, -0.036447)
O (-2.092688, 0.031528, 0.081526)
H (1.093714, 1.674143, 1.212733)
H (0.601360, 1.407146, -1.057448)
H (0.253379, -1.592510, -0.858297)
H (0.667316, -1.330556, 0.832213)

Forces on the atoms, in the same order (eV/Å):
C 3.042 3.291 -0.265
C 0.474 -1.198 -4.323
N 2.407 -0.024 1.755
O -2.992 0.258 -0.153
H -1.719 -1.622 -2.000
H -1.103 -1.989 1.699
H -0.129 1.573 1.190
H 0.020 -0.289 2.096

## Properties
Relative energy (zero: lowest compared OMol25 entry of this formula, charge and spin): 701.19 kJ/mol
HOMO level (spin up / spin down): -16.79 / -17.08 eV
LUMO energy (spin up / spin down): -8.04 / -8.48 eV
Maximum force: 0.0877 hartree/bohr
Net charge: +1
Molecular weight: 58.060 g mol⁻¹